No. 1
Here is a 2-piece molecular cluster, C8H14N2O3S overall from the OMol25 dataset. Energies are from the ωB97M-V functional and the def2-TZVPD basis.

Computed properties:
Energy above the lowest of the compared OMol25 structures with the same formula, charge and spin, kJ/mol: 302.53
Orbital gap, eV: 9.4
2S+1: 1
E_HOMO, eV: -8.979

Element x y z (Å)
H  -1.625  2.718  0.780
C  1.421  1.242  0.465
H  -3.764  -2.368  -0.823
H  -0.832  -2.968  -1.640
H  -1.815  -0.615  0.233
H  -1.402  -3.176  -0.007
N  0.875  1.650  2.757
C  -0.301  2.210  2.381
C  0.301  1.901  0.093
C  -0.610  2.400  1.079
H  0.100  -1.394  0.939
C  -1.506  -2.509  -0.904
C  1.674  1.136  1.827
C  -1.101  -1.034  -0.505
C  -2.939  -2.403  -1.481
H  -2.803  -1.488  -1.970
H  -0.880  2.585  3.214
N  0.233  -0.885  0.169
H  0.908  -1.507  -0.392
O  3.318  -0.402  0.028
H  2.541  0.609  2.272
O  3.687  2.005  -0.413
H  3.720  2.757  -1.078
H  0.088  1.927  -0.962
O  2.164  0.461  -1.906
H  -3.118  -3.183  -2.158
S  2.670  0.697  -0.567
H  -1.004  -0.366  -1.428

Listed below, in e, are the natural (NBO) charges computed for each atom:
1 H 0.228
2 C -0.367
3 H 0.207
4 H 0.206
5 H 0.191
6 H 0.194
7 N -0.409
8 C 0.016
9 C -0.136
10 C -0.257
11 H 0.342
12 C -0.411
13 C 0.065
14 C -0.224
15 C -0.608
16 H 0.202
17 H 0.203
18 N -0.826
19 H 0.358
20 O -0.911
21 H 0.222
22 O -0.914
23 H 0.528
24 H 0.234
25 O -0.924
26 H 0.208
27 S 2.397
28 H 0.188

***

No. 2
Here is a 2-piece molecular cluster, C8H14N2P overall from the OMol25 dataset. Energies are from the ωB97M-V functional and the def2-TZVPD basis.

Computed properties:
Energy above the lowest of the compared OMol25 structures with the same formula, charge and spin, kJ/mol: 125.86
Orbital gap, eV: 8.9
2S+1: 1
Total charge: +1
E_HOMO, eV: -13.212

Element x y z (Å)
C  -1.247  0.454  2.295
H  1.379  -0.232  1.465
N  1.181  0.122  -1.089
H  -0.658  0.934  3.144
C  1.480  -1.207  -3.033
H  1.428  -0.431  -3.740
C  -2.542  -0.584  0.133
N  -1.254  -0.317  -0.006
H  2.165  -1.808  -0.968
H  -4.283  -0.673  1.254
H  3.006  -0.238  -1.705
H  -3.075  -0.903  -0.789
H  0.488  -1.524  -2.848
C  -0.566  0.289  1.007
C  -2.565  0.139  2.438
H  1.329  1.073  -1.439
C  2.082  -0.859  -1.680
C  0.850  0.501  0.924
H  -2.966  0.180  3.485
H  0.683  2.754  2.203
C  -3.197  -0.458  1.325
H  0.142  -0.027  -1.181
P  1.335  2.389  0.885
H  2.681  2.408  1.349
H  2.125  -1.982  -3.426

Listed below, in e, are the natural (NBO) charges computed for each atom:
1 C -0.211
2 H 0.233
3 N -0.623
4 H 0.234
5 C -0.618
6 H 0.224
7 C 0.048
8 N -0.465
9 H 0.229
10 H 0.247
11 H 0.217
12 H 0.222
13 H 0.216
14 C 0.058
15 C -0.158
16 H 0.406
17 C -0.224
18 C -0.124
19 H 0.257
20 H 0.043
21 C -0.219
22 H 0.451
23 P 0.290
24 H 0.022
25 H 0.243

***

No. 3
Here is an isolated molecule of C8H14N6 from the OMol25 dataset. Energies are from the ωB97M-V functional and the def2-TZVPD basis.

Computed properties:
Energy above the lowest of the compared OMol25 structures with the same formula, charge and spin, kJ/mol: 376.94
Orbital gap (spin up / spin down), eV: 7.9 / 5.9
2S+1: 1
E_HOMO (spin up / spin down), eV: -7.530 / -6.828

Element x y z (Å)
H  4.481  0.408  0.056
H  3.680  1.944  -0.012
N  -1.033  0.895  -0.919
H  0.631  1.141  3.253
C  2.532  -2.221  -1.430
N  -1.103  0.213  2.259
H  0.307  1.526  1.542
H  2.741  -2.334  -2.577
H  2.061  -3.111  -1.026
H  -2.979  0.448  -1.537
N  -2.169  0.162  1.742
H  -4.838  -0.347  1.629
C  2.304  0.364  -0.732
H  4.130  0.892  -1.537
C  -0.266  1.362  2.431
H  3.581  -2.048  -1.148
C  -4.386  -0.335  0.675
N  0.186  0.311  -0.863
C  3.674  0.942  -0.538
H  -4.481  -1.281  0.142
C  -2.164  0.151  -0.871
N  1.220  1.077  -0.502
H  -0.919  2.204  2.777
H  -4.734  0.507  -0.004
C  -2.861  -0.094  0.754
H  -2.039  -1.005  -1.165
N  0.577  -0.884  -1.211
C  1.867  -0.887  -1.189

Listed below, in e, are the natural (NBO) charges computed for each atom:
1 H 0.224
2 H 0.243
3 N -0.289
4 H 0.206
5 C -0.640
6 N -0.149
7 H 0.256
8 H 0.218
9 H 0.240
10 H 0.224
11 N -0.059
12 H 0.233
13 C 0.086
14 H 0.227
15 C -0.463
16 H 0.216
17 C -0.646
18 N 0.137
19 C -0.655
20 H 0.231
21 C -0.282
22 N -0.262
23 H 0.203
24 H 0.232
25 C 0.244
26 H 0.196
27 N -0.277
28 C 0.108

***

No. 4
Here is a 2-piece molecular cluster, C8H14NO overall from the OMol25 dataset. Energies are from the ωB97M-V functional and the def2-TZVPD basis.

Computed properties:
Energy above the lowest of the compared OMol25 structures with the same formula, charge and spin, kJ/mol: 80.13
Orbital gap (spin up / spin down), eV: 6.6 / 6.6
2S+1: 1
Total charge: -1
E_HOMO (spin up / spin down), eV: -2.837 / -2.837

Element x y z (Å)
H  -1.338  -1.239  -1.289
C  1.594  0.034  2.972
H  0.673  1.590  -2.818
C  0.352  0.631  -2.442
C  -0.541  1.252  2.730
H  -1.594  0.877  2.857
C  0.403  0.159  2.337
C  0.047  -0.594  1.114
H  -0.387  1.704  3.724
H  -2.571  -0.012  -1.333
H  1.862  -0.197  -1.061
H  2.244  -0.642  2.622
H  -2.103  -1.067  -2.915
H  1.858  0.582  3.919
H  -0.463  2.219  2.137
N  0.742  -1.730  0.834
C  -0.965  0.596  -2.364
H  0.859  -1.327  -1.821
H  -1.552  1.514  -2.770
H  2.068  -0.531  -2.858
H  -0.921  -0.286  0.572
C  1.355  -0.458  -2.022
O  0.174  -2.498  -0.123
C  -1.796  -0.576  -2.002

Listed below, in e, are the natural (NBO) charges computed for each atom:
1 H 0.274
2 C -0.480
3 H 0.172
4 C -0.186
5 C -0.640
6 H 0.203
7 C -0.025
8 C -0.210
9 H 0.198
10 H 0.195
11 H 0.235
12 H 0.193
13 H 0.207
14 H 0.162
15 H 0.211
16 N -0.060
17 C -0.186
18 H 0.254
19 H 0.165
20 H 0.186
21 H 0.152
22 C -0.660
23 O -0.670
24 C -0.692

***

No. 5
Here is an isolated ion of composition C8H14NO and charge +1 from the OMol25 dataset. Energies are from the ωB97M-V functional and the def2-TZVPD basis.

Computed properties:
Energy above the lowest of the compared OMol25 structures with the same formula, charge and spin, kJ/mol: 694.99
Orbital gap (spin up / spin down), eV: 7.0 / 8.5
2S+1: 1
Total charge: +1
E_HOMO (spin up / spin down), eV: -13.433 / -13.505

Element x y z (Å)
C  2.399  -0.254  -1.338
H  -2.579  -0.781  -2.459
C  0.765  -1.942  1.333
H  -3.800  -0.146  -1.221
H  -2.815  0.991  -2.250
C  1.648  0.769  -0.414
C  -0.341  0.435  1.462
C  0.230  0.390  0.016
H  2.135  0.996  0.511
O  -0.683  0.521  -0.961
C  -2.812  0.008  -1.799
H  -1.378  2.249  1.394
H  -2.233  1.043  2.365
H  1.691  -0.870  -1.801
C  0.127  -0.703  1.172
H  1.792  -1.722  0.987
N  -1.883  0.089  -0.678
H  0.647  -2.446  2.356
H  1.540  1.747  -0.987
H  3.046  0.170  -2.097
H  2.935  -0.980  -0.774
H  0.299  -2.780  0.663
H  -0.452  1.722  2.870
C  -1.211  1.432  2.079

Listed below, in e, are the natural (NBO) charges computed for each atom:
1 C -0.606
2 H 0.246
3 C -0.695
4 H 0.248
5 H 0.238
6 C -0.446
7 C 0.121
8 C 0.259
9 H 0.232
10 O -0.179
11 C -0.493
12 H 0.253
13 H 0.279
14 H 0.209
15 C 0.136
16 H 0.264
17 N 0.054
18 H 0.290
19 H 0.247
20 H 0.245
21 H 0.213
22 H 0.272
23 H 0.281
24 C -0.670

***

Which of these has the lowest energy above the lowest of the compared OMol25 structures with the same formula, charge and spin? number 4